(A)
The following is a DFT calculation (wB97M-V/def2-TZVPD) of 2 unconnected molecules or ions with the total composition C3H10NO.

```
15
Properties=species:S:1:pos:R:3
C 0.00241 2.11070 -1.91114
O 0.54935 1.25467 -1.03449
H -0.94789 1.73473 -2.38467
H -0.27982 3.12290 -1.52889
H 0.65691 2.35846 -2.79421
C -1.12906 -0.77900 0.58491
N 0.22743 -1.17802 0.29580
C 1.05114 -1.51602 1.46909
H -1.19662 0.28576 0.81852
H -1.76175 -1.04815 -0.25695
H -1.51124 -1.32846 1.45102
H 0.69843 -0.40563 -0.19077
H 1.46129 -2.51564 1.45029
H 0.43799 -1.40495 2.36943
H 1.74144 -0.69134 1.66206
```

## Properties
Molecular weight (g mol⁻¹): 76.12
Total charge: -1
Orbital gap (eV): 6.6470

Atomic charges from the Mulliken analysis, expressed in e, are listed below:
1. C -0.739
2. O -0.819
3. H 0.185
4. H 0.187
5. H 0.172
6. C -0.798
7. N -0.491
8. C -0.841
9. H 0.227
10. H 0.217
11. H 0.416
12. H 0.459
13. H 0.222
14. H 0.308
15. H 0.294

(B)
The following is a DFT calculation (wB97M-V/def2-TZVPD) of 2 unconnected molecules or ions with the total composition C3H10NO.

```
15
Properties=species:S:1:pos:R:3
C -2.05261 -0.24299 1.56974
O -1.66000 -0.39904 0.27042
H -1.25534 0.27225 2.13491
H -2.38949 -1.11104 2.18977
H -2.99045 0.38345 1.70539
C 1.54878 -0.98783 -0.72325
N 1.10649 0.26314 -0.13628
C 0.63312 1.25276 -1.11010
H 2.54218 -0.84282 -1.15837
H 0.76952 -1.49500 -1.32129
H 1.71767 -1.66754 0.11826
H 0.29962 0.04745 0.46049
H 0.43326 2.17425 -0.55906
H 1.50309 1.48142 -1.74326
H -0.20586 0.87152 -1.69737
```

## Properties
Molecular weight (g mol⁻¹): 76.12
Total charge: -1
Orbital gap (eV): 6.6960

Atomic charges from the Mulliken analysis, expressed in e, are listed below:
1. C -0.559
2. O -0.825
3. H 0.162
4. H 0.149
5. H 0.143
6. C -0.880
7. N -0.501
8. C -0.813
9. H 0.325
10. H 0.310
11. H 0.293
12. H 0.298
13. H 0.267
14. H 0.360
15. H 0.272

So which one wins? Going from most stable to least: (B), (A).

(A)
The following is a DFT calculation (wB97M-V/def2-TZVPD) of a molecular structure, C6H9NO.

```
17
Properties=species:S:1:pos:R:3
C -0.66921 -0.64011 0.74777
C 0.05943 -1.01343 -0.53290
C -1.16737 0.42162 -0.01626
C 0.16467 1.24780 -0.16238
C 1.76461 1.01029 0.12733
C 1.00799 0.03057 -0.90927
H -0.64012 -0.99490 2.82822
H -1.36840 -1.35747 0.87985
H 0.26127 -2.05712 -1.06176
H -2.11055 -1.07320 -1.00141
H -2.07295 0.84967 0.17679
H 0.14595 2.04569 -0.74879
H 2.17771 1.85521 -0.37411
H 2.13510 0.41899 1.12118
H 1.48038 0.16162 -1.84655
N -1.26939 -0.55398 -1.13911
O 0.10088 -0.35124 1.91139
```

## Properties
Molecular weight (g mol⁻¹): 111.14
Total charge: 0
Orbital gap (eV): 8.8590

Atomic charges from the Mulliken analysis, expressed in e, are listed below:
1. C -0.334
2. C 0.207
3. C -0.182
4. C -0.883
5. C -0.539
6. C -0.414
7. H 0.373
8. H 0.536
9. H 0.305
10. H 0.272
11. H 0.627
12. H 0.464
13. H 0.316
14. H 0.189
15. H 0.440
16. N -0.722
17. O -0.656

(B)
The following is a DFT calculation (wB97M-V/def2-TZVPD) of a molecular structure, C6H9NO.

```
17
Properties=species:S:1:pos:R:3
C -0.27056 1.54257 0.69437
C -0.09040 0.32358 -0.38601
C -1.25096 -1.28519 0.22999
C 0.22537 -1.26146 -0.08682
C 1.96495 -0.32862 -0.17967
C 1.13035 0.55354 -0.94572
H -1.05605 1.33478 1.39882
H -0.25816 2.42474 0.14417
H 0.78580 1.54851 1.16686
H -2.35892 0.06211 -0.69626
H -1.79081 -2.10281 0.11179
H -1.53038 -0.86407 1.22597
H 0.12647 -1.65702 -1.22254
H 2.97523 -0.47424 0.04198
H 1.39642 1.76769 -1.15559
N -1.41614 -0.26718 -0.80056
O 1.41778 -1.31694 0.45922
```

## Properties
Molecular weight (g mol⁻¹): 111.14
Total charge: 0
Orbital gap (eV): 9.6002

Atomic charges from the Mulliken analysis, expressed in e, are listed below:
1. C -1.373
2. C 0.900
3. C -0.840
4. C 0.261
5. C -0.225
6. C -0.738
7. H 0.369
8. H 0.398
9. H 0.324
10. H 0.273
11. H 0.480
12. H 0.209
13. H 0.250
14. H 0.475
15. H 0.208
16. N -0.565
17. O -0.405

So which one wins? Going from most stable to least: (B), (A).

(A)
The following is a DFT calculation (wB97M-V/def2-TZVPD) of C6H9NO in the gas phase.

```
17
Properties=species:S:1:pos:R:3
C -0.65075 -1.40308 -1.21750
C -1.10089 -0.07536 -0.54073
C 0.68758 1.93668 0.44914
C 0.97280 0.45192 0.43807
C 0.90881 -0.63385 1.42333
C -0.36825 0.01821 0.84930
H 0.51542 -1.59005 -1.40184
H -1.14639 -1.55001 -2.28014
H -1.23252 -2.06295 -0.40945
H -2.21990 0.06599 -0.69963
H 0.95366 2.75227 1.03859
H 1.16465 0.29949 -0.79444
H 1.25875 -1.74206 1.10067
H 1.30483 -0.52183 2.43834
H -0.64927 0.91848 1.63129
N 0.01251 2.20389 -0.54207
O -0.41105 0.93227 -1.48293
```

## Properties
SMILES: C[C@@H]1ON=C[C@H]2C[C@H]12
Molecular weight (g mol⁻¹): 111.14
Total charge: 0
Orbital gap (eV): 10.0961

Atomic charges from the Mulliken analysis, expressed in e, are listed below:
1. C -0.977
2. C -0.051
3. C -0.404
4. C 0.015
5. C -0.699
6. C 0.109
7. H 0.206
8. H 0.326
9. H 0.307
10. H 0.372
11. H 0.498
12. H 0.341
13. H 0.178
14. H 0.270
15. H 0.260
16. N -0.373
17. O -0.378

(B)
The following is a DFT calculation (wB97M-V/def2-TZVPD) of C6H9NO in the gas phase.

```
17
Properties=species:S:1:pos:R:3
C -0.98820 0.36919 0.38947
C -2.07514 -0.71369 0.16869
C -0.59757 -0.95631 -0.00689
C 1.30655 -0.09405 0.06229
C 2.64700 -0.03685 -0.13399
C 0.37034 0.61600 1.18794
H -1.56089 2.18042 -0.58784
H -0.14721 1.59123 -0.96882
H -2.70915 -0.36661 -0.64230
H -2.56695 -1.29371 0.94786
H -0.44533 -1.45269 0.89474
H 3.28317 0.66674 0.38664
H 3.15706 -0.57539 -0.95802
H 0.37503 0.00300 2.07174
H 0.66620 1.66350 1.25883
N -1.08769 1.31045 -0.84787
O 0.44801 -0.83693 -0.80910
```

## Properties
SMILES: C=C1C[C@]2(N)C[C@H]2O1
Molecular weight (g mol⁻¹): 111.14
Total charge: 0
Orbital gap (eV): 9.5702

Atomic charges from the Mulliken analysis, expressed in e, are listed below:
1. C 0.751
2. C -0.687
3. C -0.142
4. C 0.597
5. C -1.052
6. C -0.849
7. H 0.232
8. H 0.266
9. H 0.302
10. H 0.251
11. H 0.287
12. H 0.262
13. H 0.279
14. H 0.319
15. H 0.352
16. N -0.726
17. O -0.443

(C)
The following is a DFT calculation (wB97M-V/def2-TZVPD) of C6H9NO in the gas phase.

```
17
Properties=species:S:1:pos:R:3
C -0.92754 1.05508 0.49367
C -2.41212 -0.39046 -0.53668
C 1.44675 -0.09469 -0.60550
C 2.75562 0.32008 -0.44714
C -1.40173 -1.12890 -0.15521
C -0.50795 -0.38648 0.71149
H -1.08057 1.65552 1.39394
H -0.30677 1.67882 -0.21000
H -3.11122 -0.64410 -1.32521
H 0.71856 0.05386 -1.44589
H 3.38914 0.59728 -1.26533
H 3.13012 0.13557 0.59055
H -1.02043 -2.06888 -0.44354
H -0.81107 -0.66390 1.68040
H 1.39559 -0.49687 1.35734
N 0.86710 -0.54906 0.53197
O -2.12347 0.92712 -0.32486
```

## Properties
SMILES: C=CN[C@@H]1C=COC1
Molecular weight (g mol⁻¹): 111.14
Total charge: 0
Orbital gap (eV): 8.8324

Atomic charges from the Mulliken analysis, expressed in e, are listed below:
1. C -0.414
2. C -0.337
3. C 0.065
4. C -0.969
5. C -0.568
6. C -0.064
7. H 0.267
8. H 0.300
9. H 0.359
10. H 0.415
11. H 0.307
12. H 0.178
13. H 0.430
14. H 0.481
15. H 0.231
16. N -0.283
17. O -0.398

(D)
The following is a DFT calculation (wB97M-V/def2-TZVPD) of C6H9NO in the gas phase.

```
17
Properties=species:S:1:pos:R:3
C -1.68334 -0.08683 0.39622
C -0.46363 0.90840 0.37495
C 0.73706 1.39805 -0.26845
C 1.81004 0.29901 0.22175
C 1.03700 -0.89076 0.51281
C -0.40454 -0.71568 0.01169
H -2.66266 0.71588 -1.21209
H -2.85829 -1.20008 -0.59252
H -1.64582 -0.36912 1.62631
H -0.33842 1.03451 1.44062
H 0.88890 2.63034 -0.16985
H 0.76858 1.04246 -1.38864
H 2.80875 0.58773 0.68751
H 1.63237 -1.71601 1.09272
H 0.08017 -0.73293 -1.02133
N -2.85869 -0.19376 -0.34725
O 1.89271 -0.76371 -0.69073
```

## Properties
SMILES: N[C@@H]1[C@@H]2C[C@@H]3O[C@@H]3[C@@H]12
Molecular weight (g mol⁻¹): 111.14
Total charge: 0
Orbital gap (eV): 9.1985

Atomic charges from the Mulliken analysis, expressed in e, are listed below:
1. C 0.066
2. C -0.334
3. C -0.683
4. C 0.026
5. C -0.363
6. C -0.347
7. H 0.394
8. H 0.328
9. H 0.149
10. H 0.238
11. H 0.285
12. H 0.222
13. H 0.379
14. H 0.314
15. H 0.349
16. N -0.569
17. O -0.454

So which one wins? Going from most stable to least: (C), (B), (A), (D).

(A)
The following is a DFT calculation (wB97M-V/def2-TZVPD) of 2 unconnected molecules or ions with the total composition C2H9O2.

```
13
Properties=species:S:1:pos:R:3
O 1.72735 2.12922 -0.58053
H 0.65826 1.27634 -0.48404
H 2.05478 2.61930 0.17047
H 2.44748 1.62300 -1.13270
C -0.61907 -0.54104 0.70054
O -0.23691 0.59815 -0.34493
C -0.85545 -1.85488 0.11511
H 0.23091 -0.46344 1.38499
H -1.57204 -0.17115 1.03881
H -1.01638 1.04956 -0.65398
H -1.40364 -1.55117 -0.75451
H 0.12399 -2.28517 -0.28973
H -1.53928 -2.42870 0.83048
```

## Properties
Molecular weight (g mol⁻¹): 65.09
Total charge: +1
Orbital gap (eV): 13.1840

Atomic charges from the Mulliken analysis, expressed in e, are listed below:
1. O -0.632
2. H 0.435
3. H 0.368
4. H 0.405
5. C -0.146
6. O -0.431
7. C -0.876
8. H 0.309
9. H 0.291
10. H 0.379
11. H 0.285
12. H 0.295
13. H 0.319

(B)
The following is a DFT calculation (wB97M-V/def2-TZVPD) of 2 unconnected molecules or ions with the total composition C2H9O2.

```
13
Properties=species:S:1:pos:R:3
O 0.92007 -2.23743 -0.83544
H 0.90480 1.99392 1.49290
H 0.53440 -2.37357 -1.77042
H 1.38280 -3.14356 -0.75683
C -0.22617 0.19943 0.46148
O 0.88064 1.29537 0.77521
C -1.42877 0.89783 -0.14467
H -0.29507 -0.04681 1.52991
H 0.41624 -0.52396 -0.22861
H 1.85481 1.05652 0.48838
H -0.92073 1.35147 -1.11205
H -1.88031 1.46115 0.63063
H -2.14271 0.06964 -0.53050
```

## Properties
Molecular weight (g mol⁻¹): 65.09
Total charge: +1
Orbital gap (eV): 11.4015

Atomic charges from the Mulliken analysis, expressed in e, are listed below:
1. O -0.688
2. H 0.402
3. H 0.343
4. H 0.320
5. C 0.161
6. O -0.414
7. C -0.895
8. H 0.348
9. H 0.031
10. H 0.424
11. H 0.281
12. H 0.383
13. H 0.304

So which one wins? Going from most stable to least: (A), (B).

(A)
The following is a DFT calculation (wB97M-V/def2-TZVPD) of C4HNO in the gas phase.

```
7
Properties=species:S:1:pos:R:3
O 1.85113 0.95723 0.20298
C 0.99008 0.16387 0.42757
C -0.30988 0.11448 -0.29539
C -1.21815 0.40053 -1.03493
C 0.84159 -0.99936 1.38190
N -0.21112 -1.44417 1.09205
H -1.92890 0.77302 -1.73741
```

## Properties
SMILES: C#CC(=O)C#N
Molecular weight (g mol⁻¹): 79.06
Total charge: 0
Orbital gap (eV): 9.2856

Atomic charges from the Mulliken analysis, expressed in e, are listed below:
1. O -0.422
2. C 0.386
3. C -0.291
4. C 0.160
5. C -0.047
6. N -0.216
7. H 0.430

(B)
The following is a DFT calculation (wB97M-V/def2-TZVPD) of C4HNO in the gas phase.

```
7
Properties=species:S:1:pos:R:3
O 1.35883 1.16644 0.93487
C 0.67233 0.56349 0.15981
C -0.21861 -0.52699 0.48823
C -0.99623 -1.40197 0.76393
C 0.22256 1.49335 -2.15083
N 0.62527 0.90520 -1.20597
H -1.66416 -2.19952 1.00995
```

## Properties
Molecular weight (g mol⁻¹): 79.06
Total charge: 0
Orbital gap (eV): 10.6655

Atomic charges from the Mulliken analysis, expressed in e, are listed below:
1. O -0.398
2. C -0.080
3. C -0.250
4. C 0.406
5. C 0.003
6. N -0.053
7. H 0.372

So which one wins? Going from most stable to least: (B), (A).

(A)
The following is a DFT calculation (wB97M-V/def2-TZVPD) of 2 unconnected molecules or ions with the total composition C4H11N2.

```
17
Properties=species:S:1:pos:R:3
C -0.02917 -1.35199 -0.60554
C -0.50052 -0.92741 0.68164
C 0.48072 -0.01557 0.03984
C 0.07999 1.17350 -0.66766
N -2.59598 0.56907 0.18800
N 1.88226 0.06907 0.52572
H 0.68868 -2.26849 -0.45717
H -0.64520 -1.38441 -1.45497
H -0.15062 -1.23605 1.64855
H -0.95830 0.92077 -1.01038
H 0.65894 1.12188 -1.60533
H 0.25662 2.16466 -0.18947
H -3.19256 -0.14116 -0.07381
H -2.62366 0.91570 1.17492
H 2.31827 0.64990 -0.14891
H 2.34373 -0.79663 0.58199
H 1.98678 0.53717 1.37256
```

## Properties
Molecular weight (g mol⁻¹): 87.15
Total charge: +1
Orbital gap (alpha / beta) (eV): 9.9245 / 9.4062

Atomic charges from the Mulliken analysis, expressed in e, are listed below:
1. C -0.581
2. C -0.304
3. C 0.477
4. C -1.585
5. N -0.481
6. N -0.080
7. H 0.208
8. H 0.279
9. H 0.284
10. H 0.385
11. H 0.480
12. H 0.399
13. H 0.214
14. H 0.245
15. H 0.383
16. H 0.339
17. H 0.338

(B)
The following is a DFT calculation (wB97M-V/def2-TZVPD) of 2 unconnected molecules or ions with the total composition C4H11N2.

```
17
Properties=species:S:1:pos:R:3
C -0.33514 -2.39675 -1.18897
C -0.79707 -1.01932 -0.93784
C 0.09492 0.00422 -1.22402
C -0.23889 1.33161 -1.33564
N 0.67240 2.29501 -1.72962
N 0.41418 0.36372 4.14710
H -1.02971 -2.99996 -1.77460
H -0.21852 -2.89511 -0.21514
H -1.85884 -0.87129 -0.76433
H 1.39047 0.13915 4.04768
H 1.01482 -0.36020 -1.66688
H -1.29189 1.60736 -1.42163
H 1.08823 2.74594 -0.91123
H 0.16670 3.00397 -2.25622
H 0.12874 0.19642 5.09838
H 0.63585 -2.42193 -1.67961
H 0.16375 1.27716 3.81254
```

## Properties
Molecular weight (g mol⁻¹): 87.15
Total charge: +1
Orbital gap (eV): 5.8609

Atomic charges from the Mulliken analysis, expressed in e, are listed below:
1. C -1.082
2. C 0.287
3. C -0.345
4. C -0.044
5. N -0.465
6. N -0.636
7. H 0.349
8. H 0.326
9. H 0.390
10. H 0.216
11. H 0.271
12. H 0.339
13. H 0.317
14. H 0.317
15. H 0.222
16. H 0.336
17. H 0.202

So which one wins? Going from most stable to least: (B), (A).